Below is an isolated molecule of C22H34O2, with properties calculated with ωB97M-V/def2-TZVPD.

Last column: natural (NBO) charge in e.
Atoms and positions in Å:
C1 2.793 2.239 1.944  -0.597
C2 2.318 1.612 0.639  -0.471
C3 2.008 2.633 -0.414  -0.181
C4 1.582 2.347 -1.635  -0.175
C5 1.372 0.947 -2.143  -0.514
C6 2.691 0.311 -2.477  -0.155
C7 3.154 -0.849 -2.038  -0.186
C8 2.475 -1.807 -1.105  -0.490
C9 3.212 -1.881 0.201  -0.173
C10 2.652 -2.003 1.395  -0.174
C11 1.176 -2.123 1.645  -0.506
C12 0.641 -3.428 1.123  -0.177
C13 -0.586 -3.659 0.683  -0.168
C14 -1.711 -2.674 0.616  -0.517
C15 -2.532 -2.836 -0.631  -0.171
C16 -3.490 -2.018 -1.040  -0.183
C17 -3.945 -0.768 -0.351  -0.454
C18 -3.789 0.455 -1.261  -0.372
C19 -2.315 0.756 -1.562  -0.515
C20 -1.615 1.252 -0.321  0.829
O1 -0.891 0.585 0.378  -0.643
O2 -1.910 2.527 -0.085  -0.508
C21 -1.333 3.137 1.072  -0.074
C22 -2.052 2.723 2.348  -0.637
H1 3.006 1.465 2.677  0.211
H2 3.700 2.818 1.783  0.201
H3 2.033 2.901 2.357  0.194
H4 3.083 0.926 0.264  0.227
H5 1.426 1.008 0.827  0.230
H6 2.148 3.668 -0.129  0.196
H7 1.392 3.148 -2.338  0.198
H8 0.756 0.977 -3.047  0.217
H9 0.852 0.360 -1.388  0.230
H10 3.307 0.899 -3.147  0.197
H11 4.140 -1.166 -2.358  0.196
H12 2.485 -2.802 -1.564  0.227
H13 1.436 -1.536 -0.935  0.218
H14 4.291 -1.825 0.122  0.198
H15 3.290 -2.055 2.268  0.199
H16 0.645 -1.288 1.184  0.236
H17 0.988 -2.073 2.722  0.221
H18 1.355 -4.242 1.136  0.200
H19 -0.840 -4.659 0.350  0.192
H20 -2.359 -2.829 1.488  0.222
H21 -1.330 -1.654 0.681  0.247
H22 -2.305 -3.711 -1.227  0.199
H23 -4.015 -2.237 -1.962  0.194
H24 -5.003 -0.874 -0.092  0.218
H25 -3.386 -0.614 0.571  0.210
H26 -4.245 1.330 -0.793  0.212
H27 -4.307 0.269 -2.205  0.207
H28 -2.249 1.532 -2.324  0.234
H29 -1.820 -0.152 -1.910  0.236
H30 -0.276 2.860 1.121  0.199
H31 -1.427 4.210 0.896  0.192
H32 -1.924 1.657 2.519  0.224
H33 -1.636 3.266 3.192  0.218
H34 -3.114 2.946 2.273  0.209

Properties
Strongest force on any atom: 0.0108 Eh/bohr
Frontier orbital gap: 0.35666 Ha
Energy relative to the best compared isomer or geometry (same formula, charge and spin): 0.173 eV
LUMO level: 0.8974 eV



Below is a structure of composition C22H35BrIrN5O4PTe4, with properties calculated with ωB97M-V/def2-TZVPD.

Last column: Löwdin charge in e.
Atoms and positions in Å:
Ir1 1.758 0.259 -1.532  0.534
C1 2.900 2.976 0.277  -0.031
O1 2.430 1.624 0.373  -0.190
C2 1.868 1.227 1.555  -0.218
C3 1.855 1.999 2.701  -0.047
C4 1.230 1.508 3.844  -0.675
Br1 1.210 2.573 5.399  0.798
C5 0.629 0.271 3.855  -0.065
C6 0.646 -0.519 2.702  -0.061
C7 1.272 -0.040 1.551  -0.180
O2 1.321 -0.767 0.403  -0.129
C8 0.006 -1.833 2.647  -0.246
N1 0.016 -2.571 1.558  0.149
C9 -0.709 -3.715 1.850  -0.200
C10 -1.009 -4.821 1.057  -0.004
C11 -1.766 -5.821 1.630  -0.072
C12 -2.213 -5.734 2.960  -0.072
C13 -1.919 -4.646 3.756  -0.008
C14 -1.160 -3.639 3.170  -0.173
N2 -0.686 -2.427 3.651  0.192
H1 2.108 3.673 0.554  0.100
H2 3.172 3.122 -0.764  0.053
H3 3.772 3.118 0.916  0.111
H4 2.315 2.975 2.721  0.110
H5 0.153 -0.078 4.761  0.107
H6 0.773 -1.641 0.552  0.085
H7 -0.653 -4.888 0.037  0.117
H8 -2.020 -6.697 1.049  0.109
H9 -2.801 -6.544 3.369  0.110
H10 -2.262 -4.585 4.780  0.116
H11 -0.828 -2.060 4.576  0.162
Te1 1.157 -1.787 -2.986  0.300
Te2 3.459 -1.970 -4.377  0.084
Te3 2.954 0.302 -5.717  0.049
Te4 2.358 1.816 -3.498  0.298
C15 5.429 0.719 -1.697  -0.096
C16 4.880 -0.316 -0.758  -0.234
O3 3.571 -0.775 -1.208  -0.383
H12 6.436 0.980 -1.368  0.093
H13 4.821 1.621 -1.711  0.007
H14 5.480 0.334 -2.715  0.065
H15 4.787 0.061 0.264  0.118
H16 5.510 -1.205 -0.755  0.130
H17 3.298 -1.526 -0.664  0.078
C17 -3.578 0.836 -3.107  -0.086
N3 -2.208 1.270 -2.862  -0.299
C18 -1.610 2.001 -3.977  -0.083
P1 -1.521 1.285 -1.383  0.550
O4 -0.014 1.281 -1.501  -0.511
N4 -2.152 -0.007 -0.594  -0.289
C19 -2.041 -1.334 -1.189  -0.117
C20 -2.804 0.026 0.704  -0.068
N5 -1.947 2.627 -0.541  -0.298
C21 -1.190 3.034 0.631  -0.087
C22 -2.892 3.619 -1.032  -0.069
H18 -4.231 1.688 -3.319  0.085
H19 -3.973 0.300 -2.248  0.077
H20 -3.596 0.173 -3.974  0.096
H21 -2.165 2.922 -4.182  0.090
H22 -1.631 1.376 -4.871  0.097
H23 -0.571 2.239 -3.763  -0.004
H24 -1.663 -1.258 -2.208  0.024
H25 -3.027 -1.805 -1.231  0.096
H26 -1.378 -1.978 -0.609  0.057
H27 -2.970 1.052 1.021  0.074
H28 -2.204 -0.489 1.460  0.075
H29 -3.773 -0.477 0.643  0.094
H30 -0.545 2.224 0.968  0.065
H31 -1.869 3.293 1.449  0.094
H32 -0.567 3.908 0.413  0.094
H33 -3.432 3.241 -1.896  0.064
H34 -2.375 4.539 -1.321  0.095
H35 -3.619 3.861 -0.254  0.092

Properties
Strongest force on any atom: 0.0092 Eh/bohr
Frontier orbital gap: 0.22215 Ha
Net charge: +1
Energy relative to the best compared isomer or geometry (same formula, charge and spin): 0.000 eV
LUMO level: -2.8960 eV



Below is a structure of composition C22H35BrO2P2Re in a non-equilibrium geometry, with properties calculated with ωB97M-V/def2-TZVPD.

Last column: natural (NBO) charge in e.
Atoms and positions in Å:
P1 -0.435 2.459 1.075  0.879
P2 1.150 -2.259 -0.036  1.293
C1 -2.106 -0.899 -0.289  -0.705
C2 -1.305 -2.168 -0.429  -0.675
H1 -2.405 -0.373 -1.208  0.297
H2 -2.909 -0.973 0.496  0.277
H3 -1.565 -2.883 0.379  0.260
H4 -1.359 -2.714 -1.403  0.277
C3 2.394 -2.737 -1.267  -0.971
H5 3.243 -3.002 -0.621  0.300
H6 2.634 -1.899 -1.946  0.269
H7 2.020 -3.610 -1.832  0.267
C4 0.875 -4.062 0.304  -0.939
H8 0.769 -4.462 -0.717  0.262
H9 -0.041 -4.295 0.880  0.267
H10 1.776 -4.497 0.784  0.298
C5 -0.238 3.688 -0.289  -0.923
H11 0.055 4.652 0.127  0.253
H12 -1.169 3.781 -0.852  0.253
H13 0.566 3.303 -0.919  0.231
C6 -2.246 2.473 1.487  -0.930
H14 -2.468 1.487 1.925  0.234
H15 -2.885 2.633 0.603  0.248
H16 -2.393 3.261 2.239  0.253
Re1 -0.188 -0.470 -0.002  1.146
C7 -1.994 -1.165 -3.252  -0.164
C8 -0.676 -0.946 -3.456  -0.205
C9 -0.120 0.086 -4.401  -0.444
C10 -0.789 1.469 -4.206  -0.464
C11 -0.925 1.712 -2.749  -0.159
C12 -2.070 1.565 -2.046  -0.214
C13 -3.356 0.948 -2.561  -0.471
C14 -3.168 -0.234 -3.544  -0.474
C15 0.262 3.550 2.392  -0.910
H17 -2.334 -2.190 -2.976  0.212
H18 0.037 -1.710 -3.105  0.186
H19 -0.191 -0.216 -5.452  0.253
H20 0.956 0.187 -4.171  0.208
H21 -0.177 2.269 -4.653  0.248
H22 -1.746 1.500 -4.760  0.226
H23 -0.005 2.031 -2.248  0.199
H24 -2.074 1.872 -0.995  0.202
H25 -4.001 1.705 -3.061  0.270
H26 -3.947 0.618 -1.682  0.221
H27 -4.071 -0.864 -3.457  0.241
H28 -3.170 0.154 -4.583  0.240
H29 -0.565 3.873 3.059  0.262
H30 0.836 4.439 1.995  0.266
H31 0.953 2.841 2.898  0.237
Br1 1.599 -3.283 3.388  0.091
C16 2.576 -1.804 4.063  -0.044
C17 3.160 -1.932 5.316  -0.225
C18 3.707 -0.813 5.941  -0.142
C19 3.584 0.458 5.376  -0.199
C20 2.904 0.596 4.157  -0.146
C21 2.639 -0.552 3.387  -0.206
C22 2.227 -0.522 1.935  0.856
O1 2.708 -1.448 1.179  -0.649
O2 1.318 0.289 1.508  -0.714
H32 3.275 -2.923 5.779  0.256
H33 4.285 -0.936 6.867  0.251
H34 3.887 1.370 5.935  0.252
H35 2.697 1.569 3.693  0.229

Properties
Spin multiplicity: 4
Strongest force on any atom: 0.1071 Eh/bohr
Frontier orbital gap (alpha / beta): 0.25277 / 0.20532 Ha
Net charge: +2
<S²>: 3.7758
Energy relative to the best compared isomer or geometry (same formula, charge and spin): 0.000 eV
LUMO level (alpha / beta): -7.5605 / -8.8483 eV



Below is a structure of composition C22H35ClCsN6O3, with properties calculated with ωB97M-V/def2-TZVPD.

Last column: natural (NBO) charge in e.
Atoms and positions in Å:
Cs1 0.781 0.956 -0.090  0.940
N1 -0.457 -1.003 -2.523  -0.882
C1 -1.875 -1.255 -2.767  -0.226
C2 -2.314 -2.648 -2.329  -0.218
N2 -2.050 -2.935 -0.923  -0.467
C3 -3.191 -3.348 -0.129  -0.214
C4 -4.398 -2.413 -0.200  -0.215
N3 -4.016 -1.011 -0.216  -0.856
C5 -0.897 -3.794 -0.713  -0.219
C6 -0.310 -3.655 0.695  -0.222
N4 -0.196 -2.242 1.061  -0.891
H1 -0.214 -0.087 -2.917  0.399
H2 0.118 -1.663 -3.042  0.342
H3 -2.152 -1.153 -3.829  0.154
H4 -2.449 -0.521 -2.204  0.223
H5 -1.824 -3.405 -2.961  0.166
H6 -3.384 -2.738 -2.529  0.196
H7 -2.856 -3.397 0.910  0.195
H8 -3.540 -4.366 -0.393  0.154
H9 -5.040 -2.689 0.650  0.165
H10 -4.981 -2.626 -1.103  0.166
H11 -3.195 -0.810 0.347  0.393
H12 -4.769 -0.422 0.114  0.355
H13 -0.126 -3.482 -1.420  0.209
H14 -1.131 -4.855 -0.922  0.156
H15 0.666 -4.148 0.698  0.194
H16 -0.928 -4.184 1.429  0.163
H17 -0.634 -1.720 0.303  0.396
H18 0.773 -1.939 1.117  0.395
C7 3.686 0.433 3.981  -0.712
C8 3.254 0.317 2.518  0.576
O1 2.198 -0.275 2.309  -0.647
C9 4.149 0.889 1.508  -0.363
C10 5.132 1.811 1.946  -0.141
C11 6.074 2.360 1.121  -0.335
C12 6.087 1.958 -0.234  -0.200
C13 5.177 1.067 -0.706  -0.265
C14 4.123 0.493 0.112  0.425
O2 3.303 -0.300 -0.415  -0.752
H19 3.044 -0.224 4.564  0.221
H20 3.556 1.453 4.347  0.218
H21 4.731 0.157 4.120  0.217
H22 5.132 2.116 2.985  0.192
H23 6.788 3.080 1.500  0.196
H24 6.837 2.365 -0.905  0.194
H25 5.180 0.755 -1.743  0.200
N5 -2.120 1.501 3.365  -0.848
C15 -1.872 0.424 2.558  0.786
N6 -1.726 -0.792 3.167  -0.869
O3 -1.776 0.556 1.343  -0.709
H26 -2.434 1.380 4.309  0.381
H27 -2.298 2.377 2.901  0.418
H28 -1.439 -0.774 4.132  0.371
H29 -1.204 -1.449 2.570  0.444
Cl1 -1.569 4.895 1.144  -0.103
C16 -1.126 4.152 -0.397  -0.175
C17 0.118 4.392 -0.971  -0.234
C18 0.485 3.749 -2.137  -0.324
C19 -0.377 2.808 -2.809  -0.059
C20 0.028 2.045 -3.889  -0.736
C21 -1.690 2.689 -2.221  -0.260
C22 -2.034 3.316 -1.047  -0.236
H30 0.812 5.071 -0.488  0.210
H31 1.474 3.923 -2.547  0.201
H32 0.999 2.194 -4.344  0.185
H33 -0.690 1.456 -4.450  0.177
H34 -2.410 2.031 -2.695  0.189
H35 -3.014 3.153 -0.614  0.209

Properties
Strongest force on any atom: 0.0092 Eh/bohr
Frontier orbital gap: 0.16472 Ha
Net charge: -1
Energy relative to the best compared isomer or geometry (same formula, charge and spin): 0.659 eV
LUMO level: 1.9532 eV